Computed, not measured: the molecule C21H22N2O7S2, with ωB97M-V with the def2-TZVPD basis set.

```
54
C21H22N2O7S2 ωB97M-V with the def2-TZVPD basis set
O -5.34 -1.67 0.79
C -4.14 -1.55 0.74
N -3.48 -0.40 0.99
H -2.48 -0.35 0.80
C -4.16 0.88 1.05
C -3.15 1.92 1.48
H -2.53 1.62 2.32
H -3.59 2.90 1.64
S -2.13 1.98 -0.04
O -1.57 3.28 -0.28
O -1.19 0.88 0.03
C -3.46 1.56 -1.22
C -4.67 1.31 -0.34
H -5.30 0.52 -0.75
H -5.27 2.21 -0.23
H -3.58 2.40 -1.90
H -3.14 0.67 -1.76
H -5.01 0.78 1.74
C -3.22 -2.74 0.44
H -3.17 -3.39 1.31
H -3.68 -3.30 -0.39
O -1.88 -2.40 0.12
C -1.68 -1.76 -1.04
O -2.59 -1.45 -1.78
C -0.26 -1.46 -1.31
C 0.74 -1.75 -0.38
C 2.04 -1.41 -0.68
C 2.37 -0.80 -1.88
C 1.38 -0.50 -2.79
C 0.06 -0.83 -2.51
H -0.73 -0.61 -3.20
H 1.62 -0.02 -3.73
H 3.41 -0.57 -2.07
S 3.33 -1.66 0.55
O 4.59 -1.77 -0.13
O 2.94 -2.71 1.44
N 3.33 -0.23 1.42
C 3.37 0.94 0.64
C 4.34 1.29 -0.28
C 4.17 2.47 -0.98
C 3.05 3.27 -0.77
C 2.08 2.91 0.16
C 2.26 1.75 0.87
C 1.38 1.10 1.90
H 0.46 0.75 1.42
H 1.11 1.78 2.71
C 2.26 -0.06 2.40
H 2.72 0.19 3.36
H 1.73 -1.01 2.51
H 1.20 3.52 0.30
H 2.94 4.18 -1.34
H 4.91 2.77 -1.70
H 5.19 0.64 -0.44
H 0.52 -2.24 0.55
```

Structure (SMILES): O=C(COC(=O)c1cccc(S(=O)(=O)N2CCc3ccccc32)c1)N[C@@H]1CCS(=O)(=O)C1
Charge: 0
Orbital gap, eV: 8.51
Energy, hartree: -2246.0382
LUMO, eV: -0.029